1:
{
  "formula": "C5H28N2O8",
  "method": "the ωB97M-V functional and the def2-TZVPD basis",
  "species": ["O", "O", "O", "O", "O", "O", "O", "O", "N", "N", "C", "C", "C", "C", "C", "H", "H", "H", "H", "H", "H", "H", "H", "H", "H", "H", "H", "H", "H", "H", "H", "H", "H", "H", "H", "H", "H", "H", "H", "H", "H", "H", "H"],
  "xyz": [[0.55, 1.89, 1.61], [-0.28, 3.95, -3.58], [-4.41, 0.89, 0.06], [-1.10, 2.10, -1.60], [2.49, -0.22, 2.44], [-1.19, -2.10, 3.58], [-2.26, 1.18, 2.32], [4.02, 1.07, 0.72], [1.28, 0.86, -1.33], [1.59, -2.96, 0.37], [-1.16, 0.66, -1.51], [0.14, -0.04, -1.03], [0.42, -1.36, -1.79], [0.15, -2.82, 0.26], [-0.34, -2.55, -1.19], [1.26, 1.22, -2.28], [1.50, -1.37, -1.90], [1.20, 1.67, -0.73], [1.94, -3.66, -0.27], [4.79, 1.62, 0.88], [-1.41, -2.34, -1.23], [3.15, 0.46, 2.19], [-1.94, 0.51, -0.77], [-0.14, -3.39, -1.84], [-0.12, -1.98, 0.88], [-0.38, 1.62, 1.65], [-1.38, -1.90, 4.51], [-1.46, 0.38, -2.51], [2.02, -2.09, 0.07], [-0.43, -3.69, 0.57], [3.38, 1.54, 0.16], [0.18, -0.27, 0.03], [2.32, -0.65, 1.60], [-0.35, 3.67, -2.66], [-2.06, 0.27, 2.58], [-3.21, 1.26, 2.21], [-4.93, 1.57, -0.38], [-0.33, -1.69, 3.42], [-3.60, 1.34, 0.30], [-0.61, 2.44, -0.84], [-0.41, 3.10, -4.03], [0.14, -1.26, -2.84], [0.98, 1.08, 1.93]],
  "mulliken_charge": [-0.597, -0.632, -0.616, -0.632, -0.718, -0.633, -0.669, -0.664, -0.567, -0.555, -0.574, 1.386, -1.489, -0.383, -0.603, 0.167, 0.444, 0.357, 0.306, 0.290, 0.351, 0.390, 0.151, 0.366, 0.038, 0.292, 0.305, 0.389, 0.162, 0.407, 0.312, -0.500, 0.346, 0.413, 0.344, 0.303, 0.327, 0.311, 0.251, 0.341, 0.286, 0.442, 0.357],
  "smiles": "NCCC[C@@H](N)CO.O.O.O.O.O.O.O",
  "charge": 0,
  "homo_ev": -9.52,
  "gap_ha": 0.359
}

***

2:
{
  "formula": "C5H28N2O8",
  "method": "the ωB97M-V functional and the def2-TZVPD basis",
  "species": ["O", "O", "O", "O", "O", "O", "O", "O", "N", "N", "C", "C", "C", "C", "C", "H", "H", "H", "H", "H", "H", "H", "H", "H", "H", "H", "H", "H", "H", "H", "H", "H", "H", "H", "H", "H", "H", "H", "H", "H", "H", "H", "H"],
  "xyz": [[-2.59, 2.35, -0.28], [-0.76, -0.86, -3.92], [1.79, -2.83, -2.76], [-2.43, -0.44, 1.37], [-1.91, -0.64, -1.22], [-1.31, 1.75, -2.62], [0.12, -0.06, 2.76], [-2.15, 2.20, 2.22], [1.65, -0.21, -0.46], [0.49, 1.98, -0.62], [2.46, -0.52, 1.93], [0.37, -2.20, 1.70], [2.70, -0.69, 0.43], [1.16, -1.13, 2.44], [1.70, 1.23, -0.80], [0.06, 1.82, 0.28], [-2.37, 0.20, -1.13], [2.18, 0.55, 1.96], [-1.43, 2.83, 2.30], [-0.22, 1.84, -1.35], [-2.03, 1.59, -0.13], [-2.99, 2.63, 2.09], [0.74, -0.54, -0.17], [-2.25, -1.05, -0.39], [-1.74, -0.43, 2.05], [2.47, 1.73, -0.20], [2.02, 1.28, -1.85], [-0.57, -1.75, 1.42], [-1.35, 0.88, -3.03], [-1.64, -1.08, -3.59], [2.96, -1.69, 0.05], [0.17, -3.09, 2.30], [3.62, -0.13, 0.20], [3.32, -0.77, 2.54], [1.03, -2.64, -3.32], [-3.02, 2.31, -1.11], [1.88, -2.22, -2.03], [0.30, 0.23, 3.66], [-1.53, 2.34, -3.33], [0.93, -2.71, 0.89], [-2.85, 0.44, 1.44], [1.21, -1.57, 3.46], [-0.18, -0.93, -3.15]],
  "mulliken_charge": [-0.519, -0.706, -0.687, -0.723, -0.571, -0.562, -0.532, -0.601, 0.185, -0.520, -0.471, -0.745, -1.277, 0.314, -0.749, 0.191, 0.289, 0.197, 0.280, 0.379, 0.138, 0.271, 0.050, 0.311, 0.373, 0.395, 0.369, -0.243, 0.306, 0.343, 0.339, 0.330, 0.566, 0.423, 0.317, 0.324, 0.341, 0.242, 0.239, 0.276, 0.266, 0.554, 0.301],
  "smiles": "C[C@H](O)CCNCN.O.O.O.O.O.O.O",
  "charge": 0,
  "homo_ev": -8.29,
  "gap_ha": 0.317
}

***

Most stable structure, least stable structure: 1, 2.

***

1:
{
  "formula": "C5H33NO13",
  "method": "the ωB97M-V functional and the def2-TZVPD basis",
  "species": ["O", "O", "O", "O", "O", "O", "O", "O", "O", "O", "O", "O", "O", "N", "C", "C", "C", "C", "C", "H", "H", "H", "H", "H", "H", "H", "H", "H", "H", "H", "H", "H", "H", "H", "H", "H", "H", "H", "H", "H", "H", "H", "H", "H", "H", "H", "H", "H", "H", "H", "H", "H"],
  "xyz": [[2.31, 2.80, 0.31], [-3.60, -0.05, 1.55], [-0.93, 1.54, 2.61], [-3.30, -2.37, 2.93], [0.19, 4.02, 1.63], [0.37, -2.67, -4.01], [2.98, 2.34, -3.11], [-0.51, 0.07, -3.06], [-0.90, -3.28, 1.93], [-1.41, 2.16, -0.19], [-3.24, 0.45, -1.13], [0.83, 1.46, -1.72], [-0.88, -1.19, 3.72], [2.16, -1.69, -1.63], [0.72, 0.20, -2.38], [0.79, -1.01, -1.45], [2.28, -0.70, 0.46], [2.95, -1.74, -0.43], [0.80, -0.70, 0.14], [3.18, 3.23, -2.78], [3.94, -1.37, -0.77], [0.76, -2.03, -4.62], [-0.07, 1.83, -1.57], [3.13, -2.73, -0.02], [-3.48, 0.37, -0.18], [-3.32, -3.07, 2.26], [-2.82, -0.42, -1.22], [-1.32, 1.51, 0.54], [-0.36, 4.13, 0.84], [0.32, 0.24, 0.39], [1.51, 0.21, -3.14], [-2.14, 1.73, -0.69], [2.68, -0.54, 1.47], [-4.18, 0.28, 2.25], [-0.25, 2.22, 2.60], [2.01, 2.31, -3.04], [-1.58, -0.71, 4.16], [2.70, 0.23, 0.06], [2.02, -2.52, -2.20], [0.00, -3.42, 2.26], [2.72, 2.20, 0.94], [-2.75, -2.83, 3.59], [-0.32, -2.08, -3.67], [-1.12, -2.38, 2.21], [-0.25, -0.55, 3.36], [-3.16, -0.78, 2.06], [0.34, -1.65, 0.46], [-1.81, 1.88, 2.74], [-0.01, -1.74, -1.63], [2.00, 2.34, -0.48], [0.92, 3.61, 1.11], [-0.91, 0.84, -3.47]],
  "mulliken_charge": [-0.741, -0.675, -0.493, -0.699, -0.725, -0.623, -0.643, -0.591, -0.647, -0.529, -0.718, -0.235, -0.643, -0.364, -0.144, -0.059, -0.522, -0.887, 0.651, 0.288, 0.351, 0.333, 0.200, 0.287, 0.413, 0.326, 0.304, 0.068, 0.326, -0.396, 0.381, 0.492, 0.503, 0.303, 0.239, 0.317, 0.286, -0.118, 0.293, 0.335, 0.305, 0.307, 0.316, 0.331, 0.313, 0.349, -0.001, 0.253, 0.409, 0.451, 0.415, 0.310],
  "smiles": "OC(O)[C@@H]1CCCN1.O.O.O.O.O.O.O.O.O.O.O",
  "charge": 0,
  "homo_ev": -8.50,
  "gap_ha": 0.313
}

***

2:
{
  "formula": "C5H33NO13",
  "method": "the ωB97M-V functional and the def2-TZVPD basis",
  "species": ["O", "O", "O", "O", "O", "O", "O", "O", "O", "O", "O", "O", "O", "N", "C", "C", "C", "C", "C", "H", "H", "H", "H", "H", "H", "H", "H", "H", "H", "H", "H", "H", "H", "H", "H", "H", "H", "H", "H", "H", "H", "H", "H", "H", "H", "H", "H", "H", "H", "H", "H", "H"],
  "xyz": [[3.79, 0.81, -0.30], [-3.00, -3.00, -0.64], [0.83, -1.16, 3.55], [-3.16, 2.04, -1.73], [-1.53, -0.14, -2.98], [4.11, 0.58, -2.66], [1.71, 0.87, -4.26], [1.39, 2.79, 2.74], [-1.20, 2.20, 0.63], [2.50, 0.32, 2.09], [-5.25, 1.09, 0.10], [-1.09, -3.42, 2.79], [-1.20, -0.19, 2.11], [-0.03, -0.14, -1.32], [0.51, 1.15, -1.69], [1.19, -1.62, 0.14], [-1.04, -0.72, -2.03], [0.15, -0.49, 0.11], [-1.14, -0.89, 0.84], [1.69, -0.88, 3.17], [-5.12, 1.20, -0.84], [-1.21, -1.96, 0.96], [-1.58, -2.58, 2.84], [0.72, -2.44, -0.39], [0.52, 0.35, 0.67], [1.54, 1.04, -2.02], [1.23, 0.19, -3.79], [-3.78, -2.59, -1.06], [-2.64, 2.27, -0.95], [-1.19, 1.48, 1.30], [3.59, 0.73, -1.25], [0.47, 2.64, 2.52], [-3.30, -3.30, 0.23], [1.40, 3.11, 3.64], [-2.09, -0.60, 0.40], [1.72, 0.62, -5.18], [1.33, -2.02, 1.15], [3.43, 1.10, -3.12], [-4.33, 0.85, 0.34], [4.39, 0.06, -0.11], [-2.60, 1.99, -2.51], [-1.30, -1.75, -1.78], [-0.07, 1.60, -2.49], [0.78, -2.08, 3.27], [2.53, 1.15, 2.59], [2.19, -1.22, -0.02], [-1.49, -3.86, 3.55], [3.66, -0.26, -2.55], [2.85, 0.54, 1.21], [-0.36, -0.41, 2.59], [0.57, 1.88, -0.89], [-1.09, 3.07, 1.02]],
  "mulliken_charge": [-0.786, -0.596, -0.703, -0.613, -0.629, -0.692, -0.661, -0.613, -0.531, -0.633, -0.673, -0.609, -0.716, 0.738, -0.655, -1.339, -0.109, 0.683, -0.932, 0.365, 0.342, 0.541, 0.326, 0.442, 0.312, -0.293, 0.259, 0.323, 0.308, 0.312, 0.224, 0.269, 0.296, 0.304, 0.092, 0.300, 0.241, 0.383, 0.309, 0.310, 0.271, 0.497, 0.626, 0.366, 0.361, 0.062, 0.316, 0.396, 0.273, 0.546, 0.183, 0.207],
  "smiles": "C[C@H](CO)N(C)C=O.O.O.O.O.O.O.O.O.O.O.O",
  "charge": 0,
  "homo_ev": -9.21,
  "gap_ha": 0.345
}

***

Most stable structure, least stable structure: 1, 2.